No. 1
C41H48Cl2NOP3PbS | ωB97M-V with the def2-TZVPD basis set

XYZ file:
```
98
Properties=species:S:1:pos:R:3:forces:R:3
Pb 0.187161 -0.610969 2.284539 -0.99 -0.96 2.42
Cl -0.444892 -1.379484 4.445514 -0.53 -1.61 1.47
Cl 2.369528 0.315063 2.997124 1.01 0.02 -0.61
S 0.223203 2.235474 4.070525 0.62 0.92 2.01
P -3.746731 -2.380656 -0.049061 0.85 0.39 -0.34
P 1.490733 -2.807955 1.983848 0.27 0.71 0.36
P 1.370554 0.999141 -3.958509 -0.01 0.10 -0.09
O -2.019058 -0.077992 -1.427526 1.04 -0.69 -0.01
N -0.561918 1.270135 3.074771 -0.72 -1.19 -1.25
C -1.766202 -1.649608 1.623768 1.32 1.23 0.70
C 1.002537 3.228182 -5.712962 -0.31 -0.09 0.21
C -0.177497 -2.638335 -6.386861 0.03 0.16 0.10
C 5.645334 1.659503 -5.633812 -0.25 -0.03 0.11
C -3.374189 3.038401 5.840116 0.02 -0.12 -0.27
C 3.490588 0.565394 -5.829246 0.01 0.25 0.28
C 0.250791 4.292382 -6.222335 -0.05 -0.11 0.13
C -1.658730 4.315107 6.951433 -0.07 0.07 0.00
C 0.413682 -0.092082 7.501035 -0.38 0.08 -0.08
C -0.508369 -1.353102 -6.815534 0.05 -0.02 0.12
C 2.185959 1.208272 5.809931 0.59 0.32 -0.26
C 4.786300 0.790283 -6.305734 -0.06 0.06 0.12
C -0.059939 -0.233137 -6.108200 0.15 -0.23 0.21
C 2.741210 -2.641901 0.727519 0.67 -0.30 -0.68
C 0.469845 -4.205595 1.599061 -0.52 -1.01 -0.30
C -4.352287 -3.278729 1.350845 -0.44 -0.60 0.74
C -1.249165 -1.070288 -0.706079 -0.42 0.99 -0.38
C 2.659962 0.478632 6.895592 0.32 -0.02 0.24
C -1.104648 2.957026 5.024853 -0.43 0.70 0.71
C -1.550741 3.756028 -4.706064 0.00 -0.01 -0.02
C -3.541811 -3.464913 -1.443221 -0.18 -0.64 -0.60
C 2.309940 -3.133049 3.529579 0.45 -0.44 0.55
C -2.134884 -1.665860 0.374052 -0.77 -0.31 -0.74
C 0.827329 1.260584 5.535392 -0.11 -0.11 0.00
C -2.996962 3.912853 6.848813 0.15 0.01 0.05
C 0.925678 0.164698 0.239517 3.28 2.75 -2.31
C 3.924129 2.076843 -3.983602 -0.29 -0.46 -0.43
C -2.424143 2.552869 4.918349 -0.55 -0.06 0.03
C 0.724170 -0.387223 -4.953846 -0.26 -0.74 -0.21
C 3.037448 1.209408 -4.665837 0.93 0.13 0.01
C -4.900249 -1.104101 -0.483492 -0.65 0.56 -0.23
C 5.206314 2.304156 -4.471245 0.03 -0.05 -0.10
C 0.483977 2.415091 -4.691961 -0.59 0.59 -0.03
C -1.025124 4.557840 -5.725247 0.14 -0.21 0.10
C 1.776088 -0.183390 7.744524 0.10 -0.01 -0.03
C 1.040061 -1.696092 -4.519944 -0.34 0.47 -0.31
C -0.055353 0.632758 6.395734 -0.87 -0.25 0.82
C 0.601808 -2.804373 -5.237231 -0.09 0.00 -0.02
C -0.804861 2.702659 -4.185651 0.61 0.14 -0.50
C -0.044512 -0.413752 -0.121368 -2.51 -1.26 -2.34
C -0.719817 3.845515 6.044456 0.05 0.00 -0.15
H -5.078694 -0.432056 0.372911 0.11 -0.30 -0.30
H -3.658274 -4.083857 1.655736 -0.29 0.39 -0.22
H -2.848693 -4.293325 -1.212725 -0.29 0.37 -0.03
H -3.729802 4.280047 7.572330 0.25 -0.16 -0.30
H -4.526451 -2.616638 2.218889 0.09 -0.24 -0.48
H -2.217797 -2.028702 2.513085 -0.69 -0.40 0.19
H -3.162403 -2.912103 -2.320245 -0.17 -0.14 0.38
H -1.273723 1.654671 2.474888 -0.04 0.80 0.24
H 0.326370 4.134447 6.155273 -0.24 -0.05 -0.07
H 5.873072 2.982309 -3.940083 -0.14 -0.16 -0.13
H 2.908066 1.722118 5.175062 -0.27 -0.12 0.15
H -1.211098 2.089079 -3.381786 0.01 0.14 -0.08
H 2.942252 -2.276732 3.817176 -0.25 -0.36 -0.20
H 5.120677 0.280732 -7.209415 -0.08 0.14 0.23
H -1.450155 0.257242 -2.156523 -0.44 -0.19 0.38
H -1.608455 5.387218 -6.124875 0.16 -0.22 0.11
H 0.669610 4.914007 -7.013462 -0.11 -0.15 0.20
H 2.298131 -2.495577 -0.273384 0.16 -0.11 0.42
H -5.320076 -3.739250 1.069953 0.45 0.21 0.13
H 1.572650 -3.304335 4.330372 0.27 0.04 -0.38
H 1.993898 3.027096 -6.114002 -0.19 0.06 0.08
H -4.528479 -3.895414 -1.702806 0.48 0.16 0.05
H -1.144635 0.669487 6.254277 0.65 0.09 -0.08
H 3.738597 0.422256 7.094078 -0.54 0.14 -0.18
H -4.512722 -0.504831 -1.325234 -0.11 -0.32 0.36
H 6.654270 1.833179 -6.008582 -0.28 -0.04 0.10
H 1.638062 -1.826747 -3.618898 -0.01 0.00 -0.13
H -1.118492 -1.214252 -7.708311 0.17 -0.05 0.22
H 0.862289 -3.805354 -4.895694 -0.03 0.19 -0.11
H -0.880244 -1.847938 -1.390525 -0.09 0.08 0.00
H -5.861546 -1.568263 -0.775611 0.42 0.20 0.13
H 3.587678 2.568177 -3.072847 0.08 -0.01 -0.11
H -4.418715 2.712209 5.765007 0.51 0.14 -0.02
H 3.396679 -1.783179 0.949725 -0.26 -0.34 0.01
H 1.822122 0.789392 0.090882 -0.71 -0.62 0.76
H -1.353741 4.993587 7.755341 -0.09 -0.29 -0.38
H 1.112191 -5.103647 1.554363 -0.38 0.23 -0.02
H 2.148859 -0.760397 8.596685 -0.13 0.25 -0.35
H -2.545974 3.959283 -4.311317 0.23 -0.02 -0.11
H -0.295720 -0.603490 8.171767 0.34 0.39 -0.49
H -0.527616 -3.509023 -6.941730 0.12 0.24 0.14
H -0.042210 -4.079618 0.628760 0.29 -0.04 0.36
H -0.298314 -4.349544 2.378489 0.37 0.08 -0.23
H 2.827924 -0.109751 -6.367333 0.15 0.12 0.08
H 3.340456 -3.569282 0.724060 -0.06 0.40 -0.16
H -0.318888 0.764650 -6.457446 0.06 -0.20 0.06
H -2.749826 1.833174 4.160039 0.24 0.29 0.31
H 2.926650 -4.032779 3.377412 -0.05 0.24 0.28
```
Positions in Å, forces in eV/Å.

Computed properties:
total charge	+2
orbital gap	6.3	eV

---

No. 2
C41H49BO2P2Pd | ωB97M-V with the def2-TZVPD basis set

XYZ file:
```
96
Properties=species:S:1:pos:R:3:forces:R:3
Pd -1.541953 2.902136 -0.575417 1.31 0.25 -1.28
P -0.815703 -3.798821 -2.781837 -0.40 -3.23 0.19
P 1.928506 -2.170331 -3.489750 1.60 -0.37 0.34
O -0.737962 5.186871 1.451775 -0.48 -0.91 0.16
O -2.802570 5.254551 0.427793 0.79 -1.15 0.49
C -4.128673 6.032683 2.272858 0.02 0.20 0.02
C 4.658721 0.320214 -1.592138 0.01 -0.06 -0.10
C 0.784358 -4.322465 -2.171849 1.91 0.86 -0.19
C -1.228955 -5.554163 -3.446374 0.14 0.85 -0.26
C -2.825322 2.279091 0.806323 -1.65 -1.03 1.15
C -2.233624 -6.374779 -2.909467 -0.16 -0.03 0.06
C -0.870610 1.208188 4.980105 0.31 -0.71 -0.19
C 2.773986 -0.972452 -2.373270 -0.25 0.22 -0.26
C -1.513616 6.122222 2.257558 -0.46 0.19 0.41
C -3.419766 -4.027999 1.038068 0.16 0.10 -0.30
C 0.970405 3.221573 5.261753 -1.20 -0.18 -0.70
C 3.337583 -2.445798 -5.928119 0.08 0.05 0.40
C 2.546857 0.439523 -0.418657 0.10 -0.25 -0.23
C -1.288341 -4.475945 -0.038786 -0.14 0.03 0.15
C -1.770390 -3.896672 -1.219700 -0.58 1.06 -0.07
C 3.889897 0.825297 -0.541739 -0.44 -0.20 -0.12
C 4.105242 -0.559090 -2.534633 -0.10 0.16 0.35
C -0.663320 0.532232 3.840580 -0.24 -0.14 -0.05
C 5.297863 -3.820861 -6.319629 -0.26 0.22 0.11
C -2.933226 7.633635 0.749153 -0.31 0.33 -0.03
C -0.829088 7.459125 2.520352 0.25 0.34 -0.35
C 1.881320 -3.549691 -2.336122 -1.22 -1.08 0.60
C 3.317413 -2.831132 -4.569885 -0.56 0.10 -0.71
C -0.550073 -7.372935 -4.921882 -0.06 0.20 0.39
C 1.870648 0.978202 3.602921 0.32 0.12 -0.19
C 1.990397 -0.472401 -1.314222 0.41 -0.02 -0.13
C -1.712735 5.575357 3.666573 -0.33 -0.53 0.33
C 1.690954 2.355153 3.069728 0.32 -3.13 -2.13
C -2.858509 6.273698 1.458328 -0.16 0.64 -0.48
C -2.125925 -4.559489 1.081322 0.02 0.12 -0.24
C 0.122252 2.005085 5.800195 0.10 0.25 1.14
C 0.642405 0.120850 3.174342 -1.02 0.63 -0.59
C 4.273591 -3.754048 -4.120331 0.26 -0.15 -0.03
C -2.385592 -7.693523 -3.361496 0.05 0.55 0.32
C -0.385216 -6.067033 -4.454595 -0.02 -0.08 -0.09
C 5.262446 -4.243026 -4.988067 -0.28 0.23 0.01
C 4.332690 -2.915912 -6.785492 0.10 -0.15 0.11
C -3.071698 -3.350315 -1.264381 0.39 -0.28 0.18
C -1.549868 -8.181825 -4.364536 0.00 0.06 -0.18
C 1.313533 3.392061 3.822794 -0.83 2.29 2.69
C -3.888288 -3.424826 -0.138857 -0.06 -0.05 0.09
B -1.612884 4.522992 0.547042 0.27 3.54 0.21
H -1.551768 0.199282 3.278494 0.38 -0.34 0.66
H 1.916039 0.844393 0.369019 0.17 -0.06 -0.04
H -1.425750 7.983653 3.288256 0.31 -0.10 -0.41
H -5.003763 6.254956 1.646825 0.26 -0.22 0.17
H 0.109848 -7.768635 -5.696557 -0.23 0.16 0.26
H 4.275892 -4.114868 -3.091665 0.05 0.16 -0.33
H 1.975435 3.111843 5.680452 0.42 0.17 0.30
H -1.689083 -9.199412 -4.725990 0.08 0.22 0.08
H -0.793683 8.107647 1.641248 0.41 -0.24 0.24
H 1.740747 2.487564 1.982555 0.08 0.03 0.28
H -2.899121 1.167961 0.690876 -0.09 0.76 0.52
H 0.860462 -0.958191 3.340471 -0.16 0.74 0.13
H -4.178252 4.991308 2.617228 -0.08 0.32 -0.06
H -4.168431 6.712045 3.137917 -0.02 -0.24 -0.22
H -0.725100 5.419973 4.126131 -0.27 -0.02 -0.08
H -1.757190 -5.045116 1.987660 -0.14 0.19 -0.28
H 2.722720 0.492597 3.118422 0.16 0.23 0.11
H 2.009468 0.999417 4.695928 -0.04 -0.30 -0.61
H -2.179485 7.729880 -0.053869 -0.35 -0.13 0.41
H 5.703796 0.617301 -1.683084 -0.29 -0.08 -0.01
H -0.270771 -4.871179 0.018084 -0.48 0.12 0.04
H -3.934705 7.797154 0.325090 0.35 -0.25 -0.05
H 6.003478 -4.957428 -4.618591 -0.30 0.28 -0.11
H -3.742232 2.793172 0.417697 0.51 -0.49 0.53
H -2.250497 6.321900 4.285511 0.30 -0.58 -0.32
H 4.354998 -2.582460 -7.825053 -0.04 -0.13 0.34
H -0.495700 2.471052 6.569190 0.02 0.14 -0.03
H 4.718994 -0.941330 -3.359480 -0.32 0.20 0.37
H 0.788418 1.399020 6.438535 -0.19 -0.23 -0.49
H -2.871262 -6.001057 -2.101186 0.18 -0.18 -0.41
H 6.072070 -4.193420 -6.994929 -0.29 0.13 0.24
H -3.154928 -8.323081 -2.899970 0.37 0.23 -0.30
H -2.574884 2.636033 1.839034 -0.39 -0.63 -0.76
H 0.174611 7.319511 2.938571 -0.13 -0.04 -0.17
H -4.899083 -3.013158 -0.185735 0.34 -0.14 0.09
H -2.779309 8.451245 1.471612 -0.16 -0.29 -0.33
H 0.426943 0.220582 2.081284 0.67 -0.07 0.61
H 2.801964 -3.767434 -1.792092 -0.18 -0.07 -0.14
H 0.963004 -0.837421 -1.197580 0.31 0.31 -0.01
H -4.057898 -4.066059 1.923370 0.18 -0.06 -0.32
H 1.404320 4.406087 3.429171 -0.13 -0.14 -0.01
H 4.314732 1.517726 0.188491 -0.02 -0.20 -0.34
H -1.836850 1.023467 5.498881 0.47 0.81 -0.78
H 0.430059 -5.454151 -4.851230 -0.32 -0.14 0.02
H -3.423959 -2.883842 -2.190813 0.02 -0.15 0.40
H 2.570136 -1.762971 -6.297208 0.25 -0.16 0.02
H 0.844414 -5.305841 -1.691260 -0.03 0.43 -0.02
H 0.523325 4.125962 5.680596 0.39 0.04 -0.25
H -2.289330 4.639113 3.681361 0.28 0.13 0.07
```
Positions in Å, forces in eV/Å.

Computed properties:
total charge	+2
orbital gap (spin up / spin down)	4.7 / 3.8	eV
spin multiplicity	5